H4O2 | the ωB97M-V functional and the def2-TZVPD basis

Calculated values
Highest occupied orbital energy in eV: -11.225
Structure (SMILES): O.O
E_tot in eV: -4159.5467

```
! RIJCOSX wB97M-V def2-TZVPD def2/J DEFGRID3
* xyz 0 1
H -0.7464 -0.2140 -0.2771
H 1.1419 0.9866 1.4759
H -1.4110 -0.3688 -1.6476
O -0.6455 -0.5473 -1.1232
H 0.7716 -0.4142 0.8986
O 0.8893 0.5577 0.6733
*
```

C4H11N2 | the ωB97M-V functional and the def2-TZVPD basis

Calculated values
Highest occupied orbital energy in eV: -14.069
E_tot in eV: -7295.8656

```
! RIJCOSX wB97M-V def2-TZVPD def2/J DEFGRID3
* xyz 1 1
C 1.1012 -0.6541 -0.5575
C -0.4721 -0.4323 -0.3167
H 1.9407 -1.1632 0.0315
H -2.2862 -0.6572 -0.9890
H -0.6968 -1.2535 1.8333
H 1.2205 -0.6843 -1.5957
N -1.3706 -0.5103 -1.3115
H -1.2004 0.2504 -2.0760
N 0.8610 1.1208 1.2083
H -1.6420 -2.1648 0.6950
H 1.8379 1.1752 1.5457
H 1.4881 1.8445 -0.8495
C -1.1911 -1.1730 0.8962
C 0.5641 0.5692 0.0738
H -2.0423 -0.4951 1.1692
H 0.1667 1.7967 1.6114
H 1.7212 2.4311 -1.3683
*
```

Computed values of Kohn-Sham gap (unit: eV) for the preceding records, in sequence: 12.08 8.78.